Version w
The following is a DFT calculation (ωB97M-V/def2-TZVPD) of a 10-piece molecular cluster, C5H30N2O10 overall.

- HOMO: -8.781 eV
- SMILES: CCNCCNC=O.O.O.O.O.O.O.O.O.O
- Frontier orbital gap: 8.71 eV

Last columns: bonded neighbours and bond lengths (Å).
Atoms and positions in Å:
1 C -0.83 1.97 0.19  N2 1.515, C5 1.593, H9 1.100, H10 1.087
2 N 0.46 1.49 -0.44  C1 1.515, C3 1.473, H11 1.009
3 C 1.59 1.95 0.38  N2 1.473, C4 1.552, H12 1.079, H13 1.092
4 C 1.90 3.46 0.25  C3 1.552, H14 1.098, H15 1.094, H16 1.110
5 C -1.83 2.20 -1.04  C1 1.593, N6 1.409, H17 1.146, H18 1.153
6 N -1.83 1.14 -1.96  C5 1.409, C7 1.397, H19 1.000
7 C -1.28 1.36 -3.22  N6 1.397, O8 1.209, H20 1.097
8 O -1.75 0.80 -4.18  C7 1.209
9 H -1.21 1.04 0.64  C1 1.100
10 H -0.74 2.81 0.86  C1 1.087
11 H 0.61 1.73 -1.41  N2 1.009
12 H 1.30 1.62 1.37  C3 1.079
13 H 2.50 1.43 0.06  C3 1.092
14 H 2.97 3.66 0.42  C4 1.098
15 H 1.48 4.14 1.00  C4 1.094
16 H 1.46 3.87 -0.68  C4 1.110
17 H -1.42 3.20 -1.43  C5 1.146
18 H -2.77 2.59 -0.51  C5 1.153
19 H -2.14 0.21 -1.76  N6 1.000
20 H -0.58 2.21 -3.28  C7 1.097
21 H -2.37 -1.94 0.93  O23 0.963
22 H -0.82 -1.72 1.07  O23 0.960
23 O -1.56 -1.72 0.46  H21 0.963, H22 0.960
24 H 0.27 -3.22 -2.89  O26 0.972
25 H -0.79 -2.22 -3.49  O26 0.957
26 O -0.50 -3.13 -3.47  H24 0.972, H25 0.957
27 H 1.21 -2.91 -0.92  O29 0.985
28 H 1.41 -1.67 -1.71  O29 0.965
29 O 1.58 -2.62 -1.78  H27 0.985, H28 0.965
30 H 0.91 0.29 3.09  O32 0.961
31 H -0.06 1.09 4.03  O32 0.964
32 O 0.29 0.22 3.82  H30 0.961, H31 0.964
33 H -1.79 -0.89 3.11  O35 0.973
34 H -2.01 -2.43 3.22  O35 0.962
35 O -2.43 -1.60 2.98  H33 0.973, H34 0.962
36 H -0.66 -3.19 0.12  O38 0.977
37 H -0.38 -4.44 -0.62  O38 0.996
38 O 0.07 -3.82 0.02  H36 0.977, H37 0.996
39 H -3.32 -0.13 -0.23  O41 0.956
40 H -3.07 0.63 1.11  O41 0.961
41 O -3.67 0.53 0.37  H39 0.956, H40 0.961
42 H 4.10 -1.72 -0.24  O44 0.963
43 H 3.70 -3.06 0.27  O44 0.963
44 O 3.52 -2.13 0.42  H42 0.963, H43 0.963
45 H 3.56 -0.24 1.63  O47 0.963
46 H 2.27 -0.87 1.63  O47 0.973
47 O 2.65 0.01 1.81  H45 0.963, H46 0.973



Version x
The following is a DFT calculation (ωB97M-V/def2-TZVPD) of a 10-piece molecular cluster, C5H30N2O10 overall.

- HOMO: -8.755 eV
- SMILES: CC(=O)N(C)CCN.O.O.O.O.O.O.O.O.O
- Frontier orbital gap: 8.83 eV

Last columns: bonded neighbours and bond lengths (Å).
Atoms and positions in Å:
1 C -1.16 -0.05 2.31  C2 1.518, H9 1.090, H10 1.090, H11 1.110
2 C -0.18 -1.18 2.52  C1 1.518, N3 1.334, O8 1.244
3 N 0.41 -1.81 1.49  C2 1.334, C4 1.476, C5 1.473
4 C 1.64 -2.59 1.69  N3 1.476, H12 1.077, H13 1.089, H14 1.119
5 C -0.29 -2.09 0.23  N3 1.473, C6 1.549, H15 1.108, H16 1.099
6 C 0.08 -1.00 -0.81  C5 1.549, N7 1.479, H17 1.084, H18 1.098
7 N -0.99 -0.12 -1.33  C6 1.479, H19 1.004, H20 0.999
8 O 0.17 -1.37 3.70  C2 1.244
9 H -1.25 -0.02 1.22  C1 1.090
10 H -2.06 -0.10 2.93  C1 1.090
11 H -0.63 0.90 2.55  C1 1.110
12 H 1.94 -2.50 2.72  C4 1.077
13 H 2.42 -2.10 1.10  C4 1.089
14 H 1.49 -3.68 1.52  C4 1.119
15 H 0.03 -3.09 -0.12  C5 1.108
16 H -1.37 -2.06 0.43  C5 1.099
17 H 0.82 -0.40 -0.29  C6 1.084
18 H 0.72 -1.17 -1.69  C6 1.098
19 H -0.98 0.83 -1.01  N7 1.004
20 H -1.62 -0.49 -2.02  N7 0.999
21 H 2.50 1.47 2.71  O23 0.962
22 H 1.07 1.04 2.41  O23 0.965
23 O 1.74 1.68 2.16  H21 0.962, H22 0.965
24 H -1.44 3.33 -1.05  O26 0.971
25 H -2.82 2.68 -0.56  O26 0.957
26 O -1.90 2.86 -0.34  H24 0.971, H25 0.957
27 H -2.61 0.41 -0.18  O29 0.975
28 H -3.84 0.79 0.81  O29 0.958
29 O -3.53 0.23 0.10  H27 0.975, H28 0.958
30 H 0.84 3.28 -0.30  O32 0.979
31 H 1.46 3.28 -1.69  O32 0.963
32 O 0.68 2.97 -1.22  H30 0.979, H31 0.963
33 H 2.66 -1.21 -3.17  O35 0.980
34 H 3.00 0.07 -3.35  O35 0.979
35 O 2.85 -0.47 -2.55  H33 0.980, H34 0.979
36 H -3.92 -2.54 -0.75  O38 0.970
37 H -3.57 -3.39 0.31  O38 0.974
38 O -3.14 -2.70 -0.21  H36 0.970, H37 0.974
39 H -0.13 4.29 1.26  O41 0.966
40 H 1.30 3.68 1.52  O41 0.966
41 O 0.81 4.46 1.24  H39 0.966, H40 0.966
42 H 2.35 1.24 -1.12  O44 0.957
43 H 3.86 1.01 -0.72  O44 0.963
44 O 3.10 1.59 -0.65  H42 0.957, H43 0.963
45 H -0.44 -1.33 -4.12  O47 0.972
46 H 0.20 -2.36 -3.42  O47 0.975
47 O -0.28 -2.28 -4.26  H45 0.972, H46 0.975



On energetic grounds, version x is preferred over the next structure by 0.0164 hartree.



Version w
The following is a DFT calculation (ωB97M-V/def2-TZVPD) of one molecule with the formula C15H19N3OS.

- HOMO: -8.730 eV
- SMILES: CCSc1ccccc1C(=O)NCCCn1ccnc1
- Frontier orbital gap: 9.24 eV

Last columns: bonded neighbours and bond lengths (Å).
Atoms and positions in Å:
1 C -4.42 -2.05 -0.72  C2 1.515, H37 1.088, H38 1.088, H39 1.089
2 C -2.99 -2.22 -0.26  C1 1.515, H3 1.090, H4 1.089, S5 1.830
3 H -2.75 -3.26 -0.07  C2 1.090
4 H -2.29 -1.82 -0.99  C2 1.089
5 S -2.68 -1.38 1.33  C2 1.830, C6 1.789
6 C -2.95 0.32 0.84  S5 1.789, C7 1.387, C11 1.394
7 C -4.00 1.00 1.44  C6 1.387, C8 1.383, H36 1.079
8 C -4.29 2.30 1.07  C7 1.383, C9 1.385, H35 1.080
9 C -3.55 2.92 0.08  C8 1.385, C10 1.383, H34 1.079
10 C -2.50 2.24 -0.51  C9 1.383, C11 1.391, H33 1.080
11 C -2.17 0.95 -0.13  C6 1.394, C10 1.391, C12 1.498
12 C -1.00 0.32 -0.80  C11 1.498, O13 1.216, N14 1.352
13 O -0.82 0.40 -2.00  C12 1.216
14 N -0.14 -0.31 0.03  C12 1.352, H15 1.009, C16 1.441
15 H -0.35 -0.36 1.02  N14 1.009
16 C 1.07 -0.94 -0.43  N14 1.441, H17 1.093, H18 1.096, C19 1.529
17 H 1.04 -0.90 -1.52  C16 1.093
18 H 1.09 -1.99 -0.11  C16 1.096
19 C 2.32 -0.22 0.09  C16 1.529, H20 1.092, H21 1.093, C22 1.532
20 H 2.28 0.83 -0.22  C19 1.092
21 H 2.33 -0.25 1.18  C19 1.093
22 C 3.60 -0.86 -0.46  C19 1.532, N23 1.436, H31 1.094, H32 1.094
23 N 4.77 -0.19 0.04  C22 1.436, C24 1.354, C27 1.367
24 C 5.49 -0.50 1.14  N23 1.354, N25 1.303, H30 1.072
25 N 6.46 0.35 1.35  C24 1.303, C26 1.358
26 C 6.37 1.26 0.36  N25 1.358, C27 1.364, H29 1.071
27 C 5.32 0.96 -0.47  N23 1.367, C26 1.364, H28 1.071
28 H 4.95 1.43 -1.35  C27 1.071
29 H 7.06 2.08 0.30  C26 1.071
30 H 5.28 -1.36 1.75  C24 1.072
31 H 3.64 -1.91 -0.16  C22 1.094
32 H 3.60 -0.81 -1.55  C22 1.094
33 H -1.91 2.71 -1.29  C10 1.080
34 H -3.79 3.93 -0.22  C9 1.079
35 H -5.11 2.82 1.55  C8 1.080
36 H -4.59 0.50 2.19  C7 1.079
37 H -4.58 -2.60 -1.64  C1 1.088
38 H -5.11 -2.42 0.04  C1 1.088
39 H -4.64 -1.00 -0.90  C1 1.089



Version x
The following is a DFT calculation (ωB97M-V/def2-TZVPD) of one molecule with the formula C15H19N3OS.

- HOMO: -9.101 eV
- SMILES: CCCCC(=O)Nc1nnc(CCc2ccccc2)s1
- Frontier orbital gap: 9.53 eV

Last columns: bonded neighbours and bond lengths (Å).
Atoms and positions in Å:
1 C 2.66 2.04 5.26  C2 1.524, H37 1.088, H38 1.088, H39 1.087
2 C 1.33 2.70 5.61  C1 1.524, C3 1.529, H35 1.091, H36 1.092
3 C 0.14 1.74 5.52  C2 1.529, C4 1.528, H33 1.092, H34 1.091
4 C -0.18 1.30 4.09  C3 1.528, C5 1.499, H31 1.090, H32 1.093
5 C -0.78 2.42 3.29  C4 1.499, O6 1.206, N7 1.393
6 O -1.10 3.51 3.70  C5 1.206
7 N -1.00 2.15 1.94  C5 1.393, C8 1.358, H30 1.014
8 C -0.77 1.02 1.22  N7 1.358, N9 1.288, S29 1.770
9 N -0.26 -0.09 1.65  C8 1.288, N10 1.327
10 N -0.14 -1.02 0.72  N9 1.327, C11 1.278
11 C -0.56 -0.69 -0.44  N10 1.278, C12 1.479, S29 1.768
12 C -0.51 -1.54 -1.65  C11 1.479, H13 1.093, H14 1.091, C15 1.540
13 H -1.49 -1.56 -2.13  C12 1.093
14 H -0.25 -2.56 -1.34  C12 1.091
15 C 0.54 -1.02 -2.65  C12 1.540, C16 1.502, H27 1.093, H28 1.092
16 C 0.56 -1.90 -3.87  C15 1.502, C17 1.389, C21 1.389
17 C -0.25 -1.61 -4.96  C16 1.389, C18 1.384, H26 1.081
18 C -0.26 -2.43 -6.07  C17 1.384, C19 1.384, H25 1.080
19 C 0.55 -3.56 -6.11  C18 1.384, C20 1.385, H24 1.080
20 C 1.36 -3.85 -5.02  C19 1.385, C21 1.383, H23 1.080
21 C 1.37 -3.03 -3.91  C16 1.389, C20 1.383, H22 1.081
22 H 2.00 -3.26 -3.07  C21 1.081
23 H 2.00 -4.73 -5.04  C20 1.080
24 H 0.55 -4.20 -6.97  C19 1.080
25 H -0.89 -2.20 -6.91  C18 1.080
26 H -0.88 -0.73 -4.94  C17 1.081
27 H 0.29 0.01 -2.93  C15 1.093
28 H 1.52 -1.02 -2.17  C15 1.092
29 S -1.18 0.97 -0.50  C8 1.770, C11 1.768
30 H -1.42 2.92 1.43  N7 1.014
31 H 0.70 0.93 3.58  C4 1.090
32 H -0.90 0.48 4.09  C4 1.093
33 H 0.35 0.85 6.12  C3 1.092
34 H -0.74 2.23 5.94  C3 1.091
35 H 1.15 3.55 4.95  C2 1.091
36 H 1.38 3.08 6.63  C2 1.092
37 H 2.83 1.17 5.89  C1 1.088
38 H 3.47 2.74 5.41  C1 1.088
39 H 2.68 1.72 4.22  C1 1.087



On energetic grounds, version w is preferred over the next structure by 0.0149 hartree.



Version w
The following is a DFT calculation (ωB97M-V/def2-TZVPD) of one molecule with the formula C7H12N4O2.

- HOMO: -8.701 eV
- SMILES: CN1O[C@H](n2ccnn2)C[C@@H]1CO
- Frontier orbital gap: 9.53 eV

Last columns: bonded neighbours and bond lengths (Å).
Atoms and positions in Å:
1 C 0.68 2.85 0.60  H8 1.097, H9 1.095, H10 1.102, N20 1.464
2 C -0.94 -0.31 0.84  C3 1.554, H11 1.081, N21 1.432, O24 1.405
3 C -1.50 0.10 -0.55  C2 1.554, C4 1.542, H12 1.078, H13 1.092
4 C -0.57 1.28 -0.89  C3 1.542, C5 1.542, H14 1.096, N20 1.472
5 C 0.73 0.86 -1.61  C4 1.542, H15 1.107, H16 1.110, O25 1.384
6 C -0.04 -2.50 1.75  C7 1.361, H18 1.075, N21 1.363
7 C 0.74 -3.43 1.13  C6 1.361, H19 1.078, N22 1.342
8 H 0.45 3.70 -0.05  C1 1.097
9 H 1.65 2.42 0.35  C1 1.095
10 H 0.73 3.22 1.64  C1 1.102
11 H -1.68 -0.40 1.62  C2 1.081
12 H -1.52 -0.69 -1.29  C3 1.078
13 H -2.50 0.51 -0.40  C3 1.092
14 H -1.10 2.00 -1.53  C4 1.096
15 H 1.47 0.42 -0.92  C5 1.107
16 H 1.20 1.72 -2.13  C5 1.110
17 H 0.50 -0.93 -2.13  O25 0.989
18 H -0.44 -2.41 2.74  C6 1.075
19 H 1.03 -4.40 1.49  C7 1.078
20 N -0.41 1.88 0.44  C1 1.464, C4 1.472, O24 1.449
21 N -0.23 -1.55 0.79  C2 1.432, C6 1.363, N23 1.345
22 N 0.97 -3.08 -0.15  C7 1.342, N23 1.313
23 N 0.40 -1.91 -0.35  N21 1.345, N22 1.313
24 O -0.05 0.71 1.21  C2 1.405, N20 1.449
25 O 0.43 -0.06 -2.60  C5 1.384, H17 0.989



Version x
The following is a DFT calculation (ωB97M-V/def2-TZVPD) of one molecule with the formula C7H12N4O2.

- HOMO (alpha / beta): -8.489 / -8.486 eV
- Frontier orbital gap (alpha / beta): 7.88 / 7.86 eV

Last columns: bonded neighbours and bond lengths (Å).
Atoms and positions in Å:
1 C 2.02 0.25 0.31  C3 1.398, N11 1.308
2 C -0.50 -0.03 0.19  C7 1.437, N9 1.259
3 C 2.00 -1.14 0.20  C1 1.398, N8 1.288, N10 1.379
4 C -1.83 1.45 -1.12  C7 1.498, H14 1.103, H15 1.130, H16 1.152
5 C -1.37 1.97 1.36  C7 1.545, H17 1.124, H18 1.143, H19 1.074
6 C -1.35 -2.26 -0.20  N9 1.477, H20 0.999, H21 1.092, H22 1.084
7 C -1.59 0.91 0.26  C2 1.437, C4 1.498, C5 1.545, H23 1.137
8 N 0.95 -1.89 0.11  C3 1.288, N9 1.392
9 N -0.29 -1.27 0.09  C2 1.259, C6 1.477, N8 1.392
10 N 3.21 -1.81 0.07  C3 1.379, H24 0.982, H25 0.964
11 N 2.71 1.03 -0.48  C1 1.308, O12 1.235, O13 1.284
12 O 2.30 2.02 -1.10  N11 1.235
13 O 3.93 0.65 -0.52  N11 1.284
14 H -1.80 0.51 -1.71  C4 1.103
15 H -0.99 2.16 -1.39  C4 1.130
16 H -2.95 1.69 -1.06  C4 1.152
17 H -1.56 1.54 2.39  C5 1.124
18 H -2.18 2.77 1.46  C5 1.143
19 H -0.38 2.36 1.23  C5 1.074
20 H -1.06 -2.94 -0.87  C6 0.999
21 H -1.56 -2.63 0.81  C6 1.092
22 H -2.21 -1.68 -0.49  C6 1.084
23 H -2.61 0.43 0.40  C7 1.137
24 H 4.07 -1.38 0.25  N10 0.982
25 H 3.06 -2.72 -0.20  N10 0.964



On energetic grounds, version w is preferred over the next structure by 0.2438 hartree.